Entry 1:
A structure of composition C27H40IrN6O2S. Source: OMol25; level of theory: ωB97M-V/def2-TZVPD.

Last column: Mulliken charge in e.
Geometry (Å):
1 Ir 0.2123 -0.6575 -0.0252  2.903
2 S -2.9786 0.3571 -0.3882  0.391
3 O -1.9829 -0.7353 -0.0078  -1.096
4 O 0.1750 -2.7908 0.2559  -0.870
5 N 0.5068 -0.5628 2.0334  -0.629
6 N -1.3220 -3.2894 -1.3807  -0.234
7 N -0.0526 1.3501 -0.2222  0.285
8 N 2.1806 -1.0407 0.1289  -0.361
9 N 0.4180 -0.4001 -2.0661  -0.320
10 N -0.4865 -4.9143 0.0388  -0.443
11 C 1.2177 -1.3786 -2.7852  -1.395
12 C -0.7193 2.1148 0.8292  -1.003
13 C 3.3521 -0.9685 4.3964  -0.548
14 C 0.8543 2.1633 2.8390  -0.231
15 C -3.6250 -0.0866 -2.0201  -0.372
16 C 2.6812 -1.2379 -2.3446  -0.486
17 C -4.0969 1.1622 -2.7497  -1.226
18 C 2.1266 -0.9333 3.7626  -0.602
19 C 2.7457 -0.8116 1.3070  1.485
20 C 1.1055 2.4542 -4.3662  -0.700
21 C 2.8806 -1.7618 -0.9293  -1.298
22 C 4.9424 -0.5535 2.5689  -0.595
23 C 0.0290 1.8527 -1.4511  1.207
24 C 0.4971 0.8761 -2.4572  1.196
25 C -0.0400 1.2364 3.6775  -0.634
26 C 1.1304 1.2647 -3.6598  -0.993
27 C -4.4154 -0.0098 0.6429  -0.791
28 C 0.1271 2.9645 1.7655  -1.368
29 C -0.3966 3.1581 -1.7796  -0.831
30 C 1.7654 -0.7421 2.4089  0.457
31 C -0.5327 -3.6218 -0.3445  0.807
32 C -4.6707 -1.4935 0.8357  -1.029
33 C -0.4424 -0.1218 3.0370  -1.016
34 C 4.1258 -0.5942 1.4509  -0.754
35 C 4.6300 -0.7576 3.8987  -0.615
36 C 0.4412 3.6377 -4.0996  -0.733
37 C -0.2527 3.9079 -2.9339  -0.824
38 H -0.8788 3.7073 -0.9847  0.411
39 H 3.9381 -1.8411 -0.6888  0.868
40 H 1.3506 2.8600 3.5171  0.389
41 H 3.2955 -1.1683 5.4615  0.366
42 H -1.2686 1.4043 1.4427  -0.065
43 H -0.7119 4.8895 -2.8796  0.397
44 H 0.8295 3.5780 1.1964  0.378
45 H -0.9552 1.7616 3.9688  0.469
46 H -3.2861 1.8832 -2.8548  0.277
47 H -4.9831 -1.9798 -0.0878  0.296
48 H 1.6741 2.4346 -5.2900  0.377
49 H 2.9811 -0.1887 -2.4000  0.364
50 H -1.0588 -5.6262 -0.3748  0.175
51 H 0.0862 -5.1428 0.8316  0.259
52 H -2.7750 -0.5495 -2.5244  0.194
53 H 1.2872 -1.1184 4.4189  0.388
54 H -4.4522 0.8953 -3.7440  0.428
55 H -4.2180 0.4920 1.5911  0.410
56 H -4.4134 -0.8312 -1.9118  0.504
57 H -0.5671 3.6530 2.2597  0.429
58 H -1.4041 -2.3078 -1.5940  -0.083
59 H -5.4668 -1.6263 1.5671  0.414
60 H 3.3304 -1.8040 -3.0165  0.490
61 H 0.4969 4.4214 -4.8429  0.354
62 H 1.6561 1.5866 2.3759  0.068
63 H 5.4446 -0.7518 4.6103  0.356
64 H -0.5722 -0.8667 3.8294  0.560
65 H -5.2495 0.5094 0.1635  0.508
66 H 1.0997 -1.2844 -3.8654  0.576
67 H 0.4926 1.0323 4.6066  0.429
68 H 4.6378 -0.4059 0.5156  0.442
69 H -1.9068 -3.9582 -1.8461  0.214
70 H -4.9212 1.6477 -2.2250  0.316
71 H 1.7065 0.4933 -4.1450  0.230
72 H 0.8631 -2.3754 -2.5179  0.518
73 H 5.9849 -0.3451 2.3537  0.353
74 H 2.4893 -2.7894 -0.9125  0.075
75 H -1.4138 -0.0660 2.5473  0.093
76 H -1.4973 2.7313 0.3794  0.840
77 H -3.7746 -1.9902 1.2032  0.202

Computed properties:
frontier orbital gap = 6.9 eV
net charge = +1

=====

Entry 2:
A structure of composition C27H40N8O8P2PtS at a distorted geometry. Source: OMol25; level of theory: ωB97M-V/def2-TZVPD.

Last column: Mulliken charge in e.
Geometry (Å):
1 Pt 0.5340 0.5173 1.0541  3.168
2 S 6.1945 1.0378 -4.0654  1.215
3 P -2.0395 -0.9943 -1.3039  -0.847
4 P -2.2855 1.7790 -0.4679  -0.621
5 O 2.5804 -2.8608 5.0631  -0.511
6 O 5.3505 0.3281 -5.0321  -0.472
7 O 7.3989 0.3804 -3.6588  -0.593
8 O -0.7687 -1.0035 -0.5225  -0.139
9 O -2.8687 0.3742 -1.0328  0.021
10 O 6.1863 2.4691 -4.1461  -0.595
11 O -0.7834 1.8206 -0.4970  -0.576
12 O 0.3699 -1.6048 1.7728  -0.726
13 N -1.8399 -0.9910 -2.9213  0.522
14 N -2.8649 1.8908 1.0716  0.319
15 N -3.0068 2.8830 -1.4013  0.402
16 N 1.5915 0.2405 2.9316  0.368
17 N 1.7832 -0.9567 3.3924  -1.120
18 N 1.9214 -0.5796 -0.4622  -0.151
19 N -3.0189 -2.2072 -0.8669  0.460
20 N 1.1770 2.4476 1.6304  0.024
21 C -4.2678 2.6446 -2.1068  -1.041
22 C 5.1672 -0.5503 -2.0400  -0.826
23 C -4.2984 2.1454 1.2688  -0.967
24 C 1.0493 -5.6228 2.3704  -0.962
25 C 2.0825 -3.7593 4.1944  1.044
26 C 1.1561 -1.9136 2.7233  0.327
27 C -2.3261 0.9538 2.0485  0.007
28 C 4.1767 -0.9259 -1.2023  -0.557
29 C -0.6424 -1.6073 -3.4902  -0.979
30 C 0.9331 3.5485 0.9122  0.300
31 C 1.7533 -6.0447 3.4970  -0.511
32 C 0.8507 -4.2776 2.1733  -0.341
33 C -2.2847 4.0914 -1.8074  -0.814
34 C 2.2477 -5.1280 4.4006  -0.781
35 C 1.2064 4.8127 1.4020  -1.070
36 C 1.3764 -3.3208 3.0572  0.063
37 C 1.9667 3.7910 3.4256  -1.050
38 C -2.6484 -0.2092 -3.8545  -0.977
39 C -2.9126 -2.8180 0.4598  -0.713
40 C 1.9368 1.3183 3.5351  -0.411
41 C 1.6987 2.5565 2.8622  1.060
42 C -4.1276 -2.6652 -1.7006  -1.009
43 C 4.9951 0.6471 -2.7996  0.265
44 C 2.9696 -0.1471 -1.1617  0.571
45 C 2.8215 1.0689 -1.9142  -0.152
46 C 1.7242 4.9358 2.6824  -0.332
47 C 3.8177 1.4610 -2.7294  -1.010
48 H 0.4940 3.3993 -0.0611  0.380
49 H 1.0127 5.6809 0.7889  0.455
50 H -2.4014 1.3684 3.0534  0.503
51 H 1.9154 -7.1002 3.6723  0.418
52 H -1.4536 4.2757 -1.1309  0.164
53 H -4.6344 2.9035 0.5661  0.315
54 H -2.9610 4.9450 -1.7684  0.332
55 H -1.2514 0.7904 1.8246  -0.735
56 H -4.2270 -3.7453 -1.6009  0.344
57 H -4.7608 1.7570 -1.7203  0.310
58 H -4.8943 1.2361 1.1401  0.291
59 H 2.0499 -1.4837 -0.0047  0.009
60 H -4.9299 3.5006 -1.9708  0.401
61 H -2.0075 -2.4716 0.9548  -0.131
62 H -1.9025 4.0022 -2.8263  0.309
63 H -3.7792 -2.5742 1.0804  0.323
64 H 2.3896 1.2895 4.5180  0.470
65 H -3.5879 0.0786 -3.3916  0.248
66 H 1.8998 1.6354 -1.8301  0.687
67 H -4.0974 2.5184 -3.1781  0.335
68 H 0.0550 -0.8475 -3.8576  0.308
69 H 0.2884 -3.9220 1.3201  0.384
70 H -5.0739 -2.2068 -1.4035  0.275
71 H -2.1199 0.6926 -4.1780  0.305
72 H 0.6691 -6.3453 1.6621  0.441
73 H -0.9136 -2.2503 -4.3279  0.341
74 H -3.9319 -2.4309 -2.7447  0.303
75 H -0.1466 -2.2175 -2.7370  0.269
76 H 1.9390 5.9114 3.0983  0.464
77 H 2.7673 -5.4636 5.2909  0.312
78 H 6.0746 -1.1303 -2.1505  0.541
79 H -4.4528 2.5188 2.2799  0.386
80 H -2.8657 -3.9033 0.3605  0.372
81 H -2.8645 -0.8110 -4.7378  0.432
82 H 2.3679 3.8497 4.4278  0.489
83 H 4.2634 -1.8331 -0.6140  0.528
84 H 1.0352 -0.6001 -1.0026  0.061
85 H -2.8271 -0.0200 2.0246  0.198
86 H 3.7585 2.3577 -3.3326  0.518
87 H 3.0712 -3.3096 5.7626  0.364

Computed properties:
frontier orbital gap (spin up / spin down) = 3.9 / 3.9 eV
net charge = +2
energy above the lowest of the compared OMol25 structures with the same formula, charge and spin = 103.31 kcal per mole

=====

Entry 3:
A structure of composition C27H41B2F4N10O6Ti at a distorted geometry. Source: OMol25; level of theory: ωB97M-V/def2-TZVPD.

Last column: Mulliken charge in e.
Geometry (Å):
1 Ti 0.1099 0.2963 0.2104  -1.941
2 F 3.9106 0.0348 2.3002  -0.253
3 F 3.8111 2.3174 2.3972  -0.325
4 F -1.5085 3.5383 -1.7919  -0.410
5 F -3.3441 2.2109 -2.3507  -0.309
6 O -0.8512 -0.9528 -0.7703  0.749
7 O -1.2348 1.2602 -2.3174  -0.818
8 O -3.0725 -0.7793 -0.5720  -0.516
9 O 3.2205 1.2752 0.4260  -0.641
10 O -2.3884 2.0041 -0.2545  -0.744
11 O 1.8367 1.0381 2.5367  -0.640
12 N -3.2006 -1.5149 2.2880  -0.062
13 N -2.6749 0.6138 2.6711  0.417
14 N -0.9310 -0.7382 1.9029  0.706
15 N 3.6877 -2.2637 0.4991  0.029
16 N -0.0247 1.2946 -1.6763  1.302
17 N 1.4783 -1.3271 0.5837  1.368
18 N 2.8875 -1.1674 -1.2776  0.669
19 N -1.2325 1.9269 0.4643  1.642
20 N 0.7975 1.4995 1.7890  1.182
21 N 2.1020 1.3201 -0.3245  1.618
22 C 1.9764 -1.5355 -2.3562  -0.510
23 C 0.3571 2.6804 1.9809  -0.036
24 C -0.3881 -2.1018 1.9024  -1.280
25 C -0.8836 2.9443 1.1592  0.519
26 C -3.2799 -1.4455 -3.3582  -0.533
27 C 2.6315 -1.5998 0.0076  -0.358
28 C 0.9224 1.9594 -2.2230  0.336
29 C -2.5325 -3.0473 -4.9866  -0.482
30 C -4.4943 -0.8324 2.3848  -0.549
31 C -3.4244 -2.0577 -4.5919  -0.854
32 C -1.9445 1.3091 3.7173  -1.061
33 C 1.1111 -2.0203 1.8273  -1.330
34 C 0.8982 3.6700 2.9447  -1.956
35 C -4.1224 0.5653 2.8637  -0.751
36 C -2.2065 -0.5984 2.2384  -0.221
37 C -1.6373 4.2180 1.2542  -1.896
38 C -2.2202 -1.8043 -2.5322  0.512
39 C -1.4838 -3.4159 -4.1542  -1.037
40 C 2.1807 1.9944 -1.4138  -0.083
41 C -3.2834 -2.8462 1.6962  -0.956
42 C 3.3758 2.7495 -1.8766  -1.931
43 C 3.9560 -2.7619 1.8474  -1.136
44 C 4.3182 -1.3325 -1.5451  -0.710
45 C -2.1219 -1.1360 -1.2145  -0.217
46 C 4.7809 -2.3174 -0.4759  -0.775
47 C 0.8465 2.6583 -3.5295  -2.088
48 C -1.3165 -2.7817 -2.9324  0.192
49 B -2.1515 2.2955 -1.7172  0.851
50 B 3.2142 1.1608 1.9404  0.544
51 H 3.4078 -3.6784 2.0566  0.347
52 H 4.9258 -3.3372 -0.8400  0.343
53 H 4.0661 2.9096 -1.0551  0.458
54 H -4.2354 -1.7681 -5.2460  0.433
55 H 0.8774 3.7367 -3.3623  0.373
56 H 1.5100 -3.0326 1.8642  0.609
57 H -4.3506 0.7021 3.9240  0.377
58 H 5.7013 -1.9859 0.0020  0.551
59 H -0.8947 1.0435 3.6760  0.297
60 H -1.6184 4.5959 2.2763  0.563
61 H 1.8666 3.3615 3.3205  0.414
62 H -2.6564 -3.5324 -5.9454  0.405
63 H 2.1302 -2.5694 -2.6845  0.429
64 H -3.4156 -2.7936 0.6174  0.314
65 H 1.4915 -1.4555 2.6835  0.220
66 H -4.9522 -0.8144 1.3937  0.265
67 H -2.4275 -3.4574 1.9440  0.376
68 H -2.3322 1.0243 4.7015  0.537
69 H -0.5033 -3.0651 -2.2758  0.457
70 H 3.8933 2.1876 -2.6591  0.331
71 H 0.9426 -1.4197 -2.0454  -0.526
72 H 3.0767 3.7034 -2.3095  0.505
73 H -4.6241 1.3465 2.2952  0.300
74 H 0.9816 4.6461 2.4644  0.437
75 H -0.0734 2.4149 -4.0477  0.444
76 H -1.1683 4.9666 0.6109  0.309
77 H -3.9658 -0.6754 -3.0313  0.470
78 H 5.0157 -3.0011 1.8876  0.422
79 H -0.6564 -2.6165 2.8296  0.818
80 H -4.1606 -3.3227 2.1315  0.369
81 H -0.7517 -2.6892 1.0560  0.084
82 H 4.8295 -0.3748 -1.4371  0.164
83 H 0.2014 3.7843 3.7798  0.342
84 H 1.7135 2.3924 -4.1373  0.524
85 H -0.8031 -4.1995 -4.4588  0.438
86 H -5.1504 -1.3641 3.0727  0.504
87 H -2.0661 2.3881 3.6140  0.256
88 H 4.4724 -1.7028 -2.5569  0.486
89 H 3.7510 -2.0049 2.5965  0.423
90 H 2.1524 -0.8772 -3.2077  0.498
91 H -2.6574 4.0775 0.9108  0.409

Computed properties:
frontier orbital gap = 7.1 eV
net charge = +1
energy above the lowest of the compared OMol25 structures with the same formula, charge and spin = 1.78 kcal per mole